Here is C4H5FN2S in the gas phase from the Open Molecules 2025 dataset. Energies are from ωB97M-V/def2-TZVPD.

The energy above the lowest of the compared OMol25 structures with the same formula, charge and spin comes out at 63.8 kcal/mol. The SMILES is C=NNC(=S)/C=C/F. As for the charge: 0. As for the largest force on an atom: 0.09869 hartree/bohr.

Positions of all 13 atoms, in Å:
C 0.1821 -1.7529 -2.0041
C 0.6411 -1.1927 -0.8479
C -0.1719 -0.1586 -0.1735
C -0.7789 1.9585 1.8306
H -0.8043 -1.5416 -2.3391
H 1.6484 -1.5212 -0.4678
H 1.5651 0.0972 0.8081
H -1.6554 1.9181 1.1608
H -0.8339 2.5419 2.7252
N 0.6167 0.6062 0.6662
N 0.3936 1.4377 1.6654
F 1.0010 -2.4959 -2.6853
S -1.8036 0.1034 -0.3387


Here is 2 unconnected molecules or ions with the total composition C5H15N3 from the Open Molecules 2025 dataset. Energies are from ωB97M-V/def2-TZVPD.

The energy above the lowest of the compared OMol25 structures with the same formula, charge and spin comes out at 222.5 kcal/mol. As for the charge: 0. As for the largest force on an atom: 0.11926 hartree/bohr.

Positions of all 23 atoms, in Å:
C 1.6490 1.3294 0.4416
C 2.0247 1.0214 -0.9987
C 1.1225 -0.1746 -1.3287
C -0.3741 -0.2082 -0.9014
N -0.6654 -0.7010 0.3913
C -1.7518 0.0362 1.0262
N -2.7357 0.2203 -0.0062
N 1.7876 0.1436 1.2028
H 0.6133 1.6513 0.3675
H 2.2138 2.2476 0.7156
H 2.9826 0.7701 -1.1465
H 1.6688 1.9678 -1.5615
H 1.2038 -0.3432 -2.4312
H 1.5790 -1.1294 -0.7942
H -0.7551 0.7953 -1.0315
H -1.0195 -0.8246 -1.5524
H -2.7618 -3.1991 0.6353
H -1.9830 -0.6019 1.8757
H -1.4556 1.0814 1.3108
H -3.6150 0.2956 0.4579
H -2.6487 -3.7678 1.1148
H 2.7598 -0.0281 1.2796
H 0.1609 -0.5820 0.9331


Here is a molecular structure, C21H14I2N4O2Pd from the Open Molecules 2025 dataset. Energies are from ωB97M-V/def2-TZVPD.

For the electronic energy, the calculation gives -51741.95479 eV. As for the charge: 0. As for the largest force on an atom: 0.03450 hartree/bohr.

Positions of all 44 atoms, in Å:
Pd -0.0108 0.0811 -0.2046
O -1.2449 3.7786 0.1152
C -1.1565 2.5900 -0.1832
N -0.0021 1.9673 -0.5316
C 1.2518 2.6218 -0.2307
C 2.3550 1.6025 -0.1650
C 3.6863 1.9578 -0.0589
C 4.6627 0.9716 0.0175
C 4.2603 -0.3635 -0.0273
C 2.9211 -0.6562 -0.1415
N 1.9774 0.2979 -0.2105
C -2.3005 1.6438 -0.1702
C -3.6212 2.0598 -0.0524
C -4.6292 1.1195 0.0147
C -4.2793 -0.2395 -0.0277
C -2.9550 -0.5928 -0.1471
N -1.9774 0.3146 -0.2264
H 1.1571 3.1482 0.7338
H 1.4865 3.3889 -0.9832
H 3.9511 3.0026 -0.0385
H 5.7042 1.2324 0.1064
H 4.9824 -1.1626 0.0195
H 2.5644 -1.6803 -0.1818
H -3.8150 3.1203 -0.0157
H -5.6633 1.4131 0.0982
H -5.0331 -1.0071 0.0231
H -2.6443 -1.6321 -0.1833
I 0.0088 -5.0367 0.1804
C 0.0019 -3.6760 1.7848
C -0.0036 -4.1125 3.0935
C -0.0079 -3.1960 4.1284
I 0.0148 -3.9548 6.1052
C -0.0095 -1.8080 3.8822
C -0.0023 -0.7997 4.8685
C -0.0031 0.5337 4.4913
C -0.0232 0.8606 3.1458
N -0.0131 -0.0693 2.1980
C -0.0072 -1.3795 2.5255
C -0.0029 -2.3128 1.4313
O -0.0177 -1.9565 0.1925
H -0.0026 -5.1704 3.3066
H -0.0031 -1.0698 5.9136
H 0.0024 1.3185 5.2308
H -0.0521 1.8885 2.8061